{"formula": "C45H75F5O45", "method": "wB97M-V/def2-TZVPD", "max_force_ev_per_a": 4.6, "lumo_energy_ev": 0.47, "total_energy_ev": -153604.448, "mol_weight_g_mol": 1431.04, "orbital_gap_ev": 10.620, "symbols": ["C", "O", "C", "O", "O", "C", "H", "H", "H", "H", "H", "H", "C", "O", "C", "O", "O", "C", "H", "H", "H", "H", "H", "H", "C", "O", "C", "O", "O", "C", "H", "H", "H", "H", "H", "H", "C", "O", "C", "O", "O", "C", "H", "H", "H", "H", "H", "H", "C", "O", "C", "O", "O", "C", "H", "H", "H", "H", "H", "H", "C", "O", "C", "O", "O", "C", "H", "H", "H", "H", "H", "H", "C", "O", "C", "O", "O", "C", "H", "H", "H", "H", "H", "H", "C", "O", "C", "O", "O", "C", "H", "H", "H", "H", "H", "H", "C", "O", "C", "O", "O", "C", "H", "H", "H", "H", "H", "H", "C", "O", "C", "O", "O", "C", "H", "H", "H", "H", "H", "H", "C", "C", "O", "C", "O", "O", "F", "H", "H", "H", "C", "C", "O", "C", "O", "O", "F", "H", "H", "H", "C", "C", "O", "C", "O", "O", "F", "H", "H", "H", "C", "C", "O", "C", "O", "O", "F", "H", "H", "H", "C", "C", "O", "C", "O", "O", "F", "H", "H", "H"], "xyz": [[2.859, -3.466, -7.833], [2.541, -2.189, -7.390], [1.266, -1.765, -7.673], [0.473, -2.337, -8.321], [1.150, -0.534, -7.143], [-0.017, 0.121, -7.497], [2.039, -4.059, -7.597], [3.799, -3.831, -7.445], [3.087, -3.559, -8.940], [0.086, 1.104, -7.047], [-0.936, -0.301, -7.039], [-0.067, 0.143, -8.574], [0.992, -0.200, -3.831], [1.060, 1.084, -4.429], [2.187, 1.766, -4.506], [3.241, 1.457, -4.055], [1.970, 2.827, -5.279], [2.986, 3.786, -5.206], [1.887, -0.793, -3.919], [0.181, -0.652, -4.247], [0.710, 0.012, -2.804], [2.558, 4.762, -5.577], [3.859, 3.512, -5.781], [3.288, 3.902, -4.165], [-2.858, 2.747, 2.200], [-3.251, 2.205, 3.481], [-3.929, 3.110, 4.212], [-4.289, 4.172, 3.820], [-4.159, 2.590, 5.411], [-5.128, 3.138, 6.255], [-3.694, 3.052, 1.537], [-2.281, 1.996, 1.708], [-2.310, 3.697, 2.345], [-4.760, 3.997, 6.809], [-5.530, 2.328, 6.875], [-5.887, 3.603, 5.590], [0.373, -4.255, 2.983], [1.373, -3.833, 2.051], [2.023, -2.713, 2.356], [1.822, -1.996, 3.318], [3.004, -2.415, 1.510], [3.237, -3.068, 0.289], [0.552, -3.835, 3.931], [0.379, -5.325, 3.036], [-0.576, -3.894, 2.660], [2.541, -3.915, 0.124], [4.208, -3.496, 0.390], [3.156, -2.440, -0.545], [0.121, 2.343, 4.936], [0.883, 2.621, 3.740], [2.077, 3.287, 3.816], [2.589, 3.712, 2.781], [2.422, 3.399, 5.092], [3.351, 4.452, 5.348], [-0.710, 1.861, 4.526], [-0.066, 3.261, 5.452], [0.660, 1.640, 5.545], [2.900, 5.369, 4.999], [4.211, 4.283, 4.617], [3.599, 4.507, 6.394], [-4.615, -0.043, 1.369], [-5.205, 1.094, 0.692], [-5.567, 0.953, -0.538], [-5.202, 0.018, -1.301], [-6.436, 1.892, -0.950], [-6.688, 2.019, -2.294], [-4.881, -0.929, 0.848], [-5.012, 0.067, 2.360], [-3.558, 0.175, 1.243], [-6.069, 2.830, -2.678], [-7.711, 2.228, -2.515], [-6.464, 1.154, -2.831], [-2.852, -3.277, -8.192], [-2.543, -3.866, -6.834], [-2.318, -3.018, -5.845], [-2.099, -1.824, -5.975], [-2.284, -3.657, -4.728], [-2.133, -2.746, -3.567], [-2.046, -2.681, -8.590], [-3.640, -2.558, -7.999], [-3.125, -4.188, -8.775], [-1.938, -3.425, -2.746], [-3.065, -2.114, -3.502], [-1.283, -2.126, -3.835], [-5.032, -0.748, 6.795], [-3.920, -1.230, 5.934], [-4.254, -1.727, 4.727], [-5.356, -2.082, 4.417], [-3.190, -1.798, 3.928], [-2.097, -0.913, 4.110], [-4.657, 0.110, 7.353], [-5.383, -1.602, 7.371], [-5.939, -0.606, 6.200], [-1.548, -1.341, 4.927], [-2.345, 0.099, 4.382], [-1.537, -0.993, 3.167], [2.058, 0.756, 1.162], [0.892, 0.008, 1.370], [0.431, -0.818, 0.464], [0.791, -0.899, -0.722], [-0.538, -1.569, 1.115], [-1.531, -2.254, 0.412], [2.245, 1.201, 2.132], [2.036, 1.533, 0.421], [2.855, 0.102, 0.961], [-1.149, -3.273, 0.304], [-1.814, -1.878, -0.552], [-2.494, -2.272, 0.969], [-5.204, -3.520, -1.319], [-4.856, -4.750, -0.642], [-4.794, -4.493, 0.670], [-4.757, -3.405, 1.147], [-4.879, -5.693, 1.346], [-4.573, -5.600, 2.740], [-6.168, -3.081, -0.937], [-5.345, -3.833, -2.312], [-4.393, -2.728, -1.323], [-3.511, -5.345, 2.904], [-4.847, -6.545, 3.230], [-5.123, -4.685, 3.092], [2.043, 4.631, -0.226], [0.628, 4.386, 0.211], [0.089, 3.870, -0.998], [0.848, 4.219, -2.019], [0.464, 4.001, -3.121], [2.030, 4.707, -1.652], [0.019, 5.535, 0.508], [2.738, 3.775, 0.044], [2.445, 5.543, 0.159], [0.525, 3.654, 1.044], [7.134, -1.174, 1.252], [6.193, -0.030, 1.547], [5.499, -0.457, 2.600], [5.818, -1.744, 2.901], [5.222, -2.380, 3.765], [6.831, -2.249, 2.157], [5.281, 0.056, 0.502], [8.175, -0.929, 1.447], [6.943, -1.545, 0.183], [6.647, 0.955, 1.529], [6.375, 1.489, -3.942], [6.553, 2.215, -2.660], [7.317, 1.291, -1.859], [7.511, 0.149, -2.500], [8.103, -0.750, -2.002], [7.007, 0.229, -3.751], [5.445, 2.417, -1.925], [6.842, 2.008, -4.770], [5.355, 1.314, -4.205], [7.120, 3.133, -2.763], [-1.675, 1.785, -3.418], [-2.511, 2.745, -2.568], [-2.453, 2.299, -1.287], [-2.197, 0.974, -1.323], [-2.229, 0.288, -0.363], [-1.870, 0.602, -2.590], [-3.835, 2.729, -3.063], [-0.662, 2.064, -3.402], [-2.159, 1.567, -4.406], [-2.243, 3.730, -2.671], [4.377, -0.870, 6.390], [3.063, -1.084, 5.724], [2.973, 0.188, 4.906], [4.119, 0.871, 5.019], [4.411, 1.781, 4.327], [4.972, 0.271, 5.766], [2.025, -0.964, 6.663], [5.033, -1.748, 6.266], [4.213, -0.695, 7.481], [2.850, -1.931, 5.036]], "lowdin_charge": [-0.0804, -0.0033, -0.5744, 0.1656, -0.0016, -0.0639, 0.0699, 0.0903, 0.1170, 0.0916, 0.0853, 0.0998, -0.0012, -0.0160, -0.6242, 0.1354, -0.0017, -0.0603, 0.1142, 0.0447, 0.0774, 0.1204, 0.0880, 0.0864, -0.0287, -0.0219, -0.6175, 0.1537, -0.0110, -0.0482, 0.1083, 0.0729, 0.1060, 0.0952, 0.0879, 0.1078, 0.0022, 0.0048, -0.5753, 0.1069, 0.0053, -0.0219, 0.0804, 0.0971, 0.0765, 0.1131, 0.0903, 0.0755, 0.0088, -0.0271, -0.5794, 0.0972, -0.0432, -0.0201, 0.0610, 0.0976, 0.0875, 0.0907, 0.1169, 0.0947, 0.0257, 0.0216, -0.5608, 0.0543, 0.0250, -0.0790, 0.0729, 0.0992, 0.0678, 0.0875, 0.0901, 0.0712, 0.0306, 0.0013, -0.6725, 0.0721, 0.0254, 0.0252, 0.0645, 0.0858, 0.1081, 0.0931, 0.1195, 0.0666, 0.0052, -0.0264, -0.6136, 0.1275, -0.0086, -0.0207, 0.0860, 0.0895, 0.0907, 0.0933, 0.0730, 0.0956, -0.0021, 0.0237, -0.5254, 0.1015, -0.0481, -0.0750, 0.0857, 0.0887, 0.0661, 0.0999, 0.0659, 0.0943, -0.0396, 0.0136, -0.5928, 0.1213, -0.0226, -0.0455, 0.1218, 0.0709, 0.0964, 0.0910, 0.0975, 0.0968, -0.0564, -0.3048, 0.1404, -0.5793, 0.1721, 0.1067, 0.1019, 0.1519, 0.1362, 0.1681, -0.0427, -0.3219, 0.1571, -0.4740, 0.1365, 0.0962, 0.0331, 0.1417, 0.1597, 0.1794, -0.0559, -0.2794, 0.1297, -0.5802, 0.1601, 0.0947, 0.0854, 0.1408, 0.1045, 0.1650, 0.0086, -0.2804, 0.1598, -0.5080, 0.1544, 0.0662, 0.0236, 0.0823, 0.1724, 0.1362, -0.0572, -0.1887, 0.1151, -0.6479, 0.1613, 0.1145, 0.0170, 0.1369, 0.1535, 0.1405]}